25
Properties=species:S:1:pos:R:3 method="wB97M-V/def2-TZVPD" total_charge=+2 multiplicity=3 orbital_gap_ha="0.151 / 0.136" lumo_ha="-0.372 / -0.370"
C 2.373 -1.513 -0.349
C 2.009 -1.078 1.107
Ga 0.958 0.662 1.296
C -1.094 0.457 1.033
C -1.477 -0.597 -0.018
O -0.731 -0.323 -1.223
C -3.001 -0.566 -0.420
F -3.133 -0.419 -1.936
F -3.686 0.421 0.067
F -3.636 -1.670 -0.129
P 1.731 2.394 -0.148
O 0.571 3.377 -0.238
H 3.303 -2.115 -0.282
H 2.633 -0.654 -0.992
H 1.629 -2.181 -0.814
H 1.460 -1.890 1.621
H 2.962 -0.934 1.649
H 1.167 1.173 2.798
H -1.434 1.452 0.661
H -1.609 0.295 1.993
H -1.218 -1.592 0.381
H -0.825 0.641 -1.322
H 2.004 1.856 -1.433
H 2.863 3.047 0.420
Tm -3.821 -0.243 -3.720

75
Properties=species:S:1:pos:R:3 method="wB97M-V/def2-TZVPD" total_charge=+4 multiplicity=2 orbital_gap_ha="0.222 / 0.207" lumo_ha="-0.497 / -0.511"
Re -0.323 -0.629 1.045
O 1.314 -1.313 2.366
C 1.921 -0.760 3.612
C 2.818 0.403 3.274
C 2.106 1.362 2.312
C 0.742 1.693 2.827
C 0.612 2.606 3.856
C -0.627 2.900 4.401
C -1.760 2.292 3.861
C -1.603 1.408 2.833
N -0.374 1.071 2.318
H 2.000 -1.774 1.865
H 2.460 -1.568 4.097
H 1.082 -0.487 4.245
H 3.747 0.064 2.812
H 3.093 0.892 4.212
H 2.037 0.911 1.327
H 2.681 2.280 2.190
H 1.505 3.097 4.225
H -0.715 3.605 5.221
H -2.752 2.517 4.227
H -2.468 0.958 2.379
O -2.926 -1.180 1.605
N -2.282 -0.437 0.581
C -3.084 0.100 -0.304
C -2.752 0.919 -1.401
C -3.860 1.447 -2.095
C -3.678 2.293 -3.172
C -2.387 2.612 -3.562
C -1.278 2.090 -2.879
C -1.441 1.238 -1.808
P 0.101 0.638 -1.045
C 0.911 -0.326 -2.317
C 2.306 -0.482 -2.313
C 2.926 -1.122 -3.367
C 2.165 -1.639 -4.415
C 0.781 -1.520 -4.406
C 0.147 -0.864 -3.363
C 0.971 2.175 -0.709
C 2.180 2.515 -1.322
C 2.701 3.791 -1.139
C 2.026 4.723 -0.364
C 0.810 4.391 0.235
C 0.284 3.125 0.065
H -3.860 -0.920 1.689
H -4.146 -0.094 -0.165
H -4.866 1.194 -1.774
H -4.532 2.701 -3.699
H -2.225 3.272 -4.407
H -0.283 2.363 -3.212
H 2.906 -0.097 -1.498
H 4.005 -1.213 -3.381
H 2.657 -2.136 -5.242
H 0.195 -1.913 -5.227
H -0.932 -0.762 -3.382
H 2.711 1.822 -1.955
H 3.634 4.057 -1.619
H 2.434 5.717 -0.240
H 0.271 5.130 0.814
H -0.679 2.887 0.506
C -0.848 -6.266 -0.280
N -0.519 -4.839 -0.077
C 0.752 -4.245 -0.529
C 0.539 -2.848 -0.051
O 1.210 -1.782 -0.044
N -0.640 -2.695 0.505
C -1.288 -3.930 0.494
N -2.489 -4.120 0.978
H 0.076 -6.837 -0.285
H -1.366 -6.414 -1.226
H -1.459 -6.633 0.542
H 0.865 -4.282 -1.617
H 1.625 -4.722 -0.080
H -2.951 -3.372 1.470
H -2.918 -5.035 0.981

133
Properties=species:S:1:pos:R:3 method="wB97M-V/def2-TZVPD" total_charge=0 smiles="CCP(C)[C@@H](C[C@@H](O)CN)O[C@](Cl)(CCCN)[C@H](Br)O[C@](CCc1ccccc1)(B(N)O)[C@@H](C)F.O=C1C=C(O)C(=O)C=C1O.O=C1C=C(O)C(=O)C=C1O.O=C1C=C(O)C(=O)C=C1O.O=C1C=C(O)C(=O)C=C1O" multiplicity=1 orbital_gap_ha=0.238 lumo_ha=-0.062
C 2.363 7.087 -2.687
C 1.726 6.416 -1.465
P 1.768 4.572 -1.613
C 3.242 4.142 -0.610
C 0.302 4.096 -0.506
C -0.994 3.756 -1.254
C -1.163 4.450 -2.606
O -0.521 3.675 -3.615
C -2.660 4.570 -2.977
N -3.239 3.397 -3.619
O 0.660 3.188 0.542
C 0.625 1.813 0.373
Cl 1.274 1.310 -1.220
C -0.788 1.230 0.648
C -1.357 0.185 -0.303
C -0.741 -1.216 -0.188
N -1.791 -2.243 -0.234
C 1.591 1.191 1.443
Br 1.357 2.184 3.146
O 2.903 1.222 1.078
C 3.704 0.044 1.372
C 3.191 -1.144 0.549
C 4.122 -2.358 0.442
C 5.211 -2.299 -0.607
C 5.011 -1.725 -1.852
C 6.033 -1.680 -2.790
C 7.274 -2.205 -2.489
C 7.480 -2.794 -1.259
C 6.458 -2.836 -0.327
B 3.745 -0.335 2.966
N 4.405 0.507 3.904
O 3.195 -1.541 3.411
C 5.140 0.446 0.977
C 5.537 1.883 1.280
F 6.012 -0.451 1.606
H 2.169 6.521 -3.597
H 1.984 8.101 -2.819
H 3.445 7.171 -2.575
H 2.231 6.736 -0.550
H 0.690 6.748 -1.374
H 3.714 5.044 -0.219
H 3.967 3.633 -1.242
H 2.989 3.501 0.232
H 0.093 5.022 0.036
H -1.823 4.057 -0.614
H -1.105 2.696 -1.466
H -0.758 5.467 -2.591
H 0.316 4.093 -3.839
H -2.740 5.387 -3.695
H -3.243 4.798 -2.085
H -2.941 2.541 -3.171
H -2.963 3.359 -4.588
H -0.810 0.853 1.672
H -1.455 2.089 0.626
H -2.411 0.063 -0.035
H -1.352 0.530 -1.335
H -0.049 -1.418 -1.002
H -0.193 -1.282 0.762
H -2.277 -2.273 0.651
H -1.408 -3.156 -0.441
H 1.232 0.182 1.630
H 2.283 -1.508 1.035
H 2.890 -0.829 -0.450
H 4.545 -2.627 1.408
H 3.484 -3.200 0.154
H 4.053 -1.295 -2.116
H 5.848 -1.210 -3.746
H 8.073 -2.149 -3.215
H 8.448 -3.204 -1.007
H 6.623 -3.284 0.645
H 4.344 0.141 4.846
H 4.099 1.470 3.901
H 2.272 -1.443 3.659
H 5.239 0.296 -0.100
H 5.455 2.483 0.377
H 6.591 1.875 1.561
H 4.964 2.333 2.084
O -1.358 -5.588 -1.125
C -2.291 -6.189 -1.631
C -3.680 -5.816 -1.487
C -4.619 -6.567 -2.081
O -5.915 -6.315 -2.015
C -4.275 -7.794 -2.896
O -5.208 -8.410 -3.376
C -2.881 -8.154 -3.054
C -1.946 -7.400 -2.463
O -0.645 -7.644 -2.551
H -3.917 -4.936 -0.905
H -6.356 -7.018 -2.531
H -2.641 -9.023 -3.650
H -0.198 -6.947 -2.032
O -2.377 -11.873 -7.513
C -1.525 -11.011 -7.396
C -0.550 -10.675 -8.411
C 0.348 -9.713 -8.155
O 1.281 -9.328 -9.010
C 0.380 -8.970 -6.839
O 1.249 -8.129 -6.708
C -0.608 -9.293 -5.829
C -1.508 -10.252 -6.089
O -2.462 -10.636 -5.249
H -0.579 -11.214 -9.347
H 1.788 -8.624 -8.559
H -0.574 -8.745 -4.898
H -2.948 -11.348 -5.716
O -3.655 3.206 0.306
C -4.260 3.336 1.359
C -3.706 3.933 2.548
C -4.462 4.003 3.657
O -4.049 4.528 4.792
C -5.880 3.470 3.696
O -6.471 3.568 4.754
C -6.437 2.889 2.492
C -5.681 2.825 1.388
O -6.097 2.316 0.240
H -2.690 4.305 2.512
H -4.778 4.450 5.442
H -7.454 2.525 2.525
H -5.354 2.398 -0.390
O -4.235 5.370 7.357
C -3.349 5.562 8.172
C -2.728 4.527 8.965
C -1.770 4.867 9.840
O -1.138 4.002 10.613
C -1.318 6.298 10.026
O -0.454 6.492 10.860
C -1.928 7.331 9.216
C -2.883 6.990 8.339
O -3.501 7.854 7.551
H -3.058 3.507 8.827
H -0.504 4.524 11.144
H -1.590 8.349 9.344
H -4.141 7.336 7.024

16
Properties=species:S:1:pos:R:3 method="wB97M-V/def2-TZVPD" total_charge=0 smiles=CCCN.O multiplicity=1 orbital_gap_ha=0.370 lumo_ha=0.023
C 0.154 0.703 1.080
C 0.909 -0.588 1.465
C 1.016 -1.509 0.233
N -0.310 -1.664 -0.421
H 0.711 1.049 0.193
H 0.258 1.458 1.877
H -0.913 0.618 0.813
H 1.906 -0.309 1.857
H 0.369 -1.125 2.268
H 1.756 -1.048 -0.449
H 1.405 -2.503 0.528
H -0.608 -0.753 -0.788
H -0.182 -2.271 -1.238
O -2.556 2.602 -2.474
H -2.039 3.380 -2.165
H -1.876 1.958 -2.778

98
Properties=species:S:1:pos:R:3 method="wB97M-V/def2-TZVPD" total_charge=+1 multiplicity=2 orbital_gap_ha="0.179 / 0.179" lumo_ha="-0.159 / -0.158"
Ce 0.981 -1.162 0.804
C 1.759 -5.148 -2.026
O 2.383 -5.358 -0.673
C 2.248 -4.162 -0.064
N 1.543 -3.240 -0.690
C 1.076 -3.803 -1.972
C 1.267 -2.905 -3.188
C 2.473 -2.779 -3.932
C 2.605 -1.790 -4.913
C 1.523 -1.008 -5.274
C 0.290 -1.293 -4.678
C 0.144 -2.251 -3.702
C 2.939 -3.958 1.177
C 4.045 -4.719 1.622
C 4.662 -4.301 2.805
C 4.111 -3.278 3.586
C 3.037 -2.586 3.067
N 2.421 -2.959 1.913
C 2.605 -1.340 3.652
N 1.672 -0.508 3.183
C 1.443 0.545 4.247
C 2.700 0.440 5.048
O 3.263 -0.937 4.729
C 1.036 1.973 3.880
C 0.777 2.810 4.954
C 0.407 4.134 4.788
C 0.474 4.713 3.523
C 0.838 3.937 2.427
C 1.102 2.557 2.613
H 1.085 -5.997 -2.189
H 2.582 -5.178 -2.775
H -0.007 -3.927 -1.905
H 3.279 -3.461 -3.724
H 3.533 -1.680 -5.469
H 1.673 -0.148 -5.969
H -0.567 -0.705 -5.007
H -0.867 -2.468 -3.296
H 4.493 -5.514 1.008
H 5.563 -4.792 3.128
H 4.580 -2.940 4.493
H 0.577 0.199 4.884
H 2.561 0.506 6.125
H 3.470 1.162 4.719
H 0.850 2.435 5.966
H 0.115 4.755 5.627
H 0.233 5.775 3.384
H 0.935 4.313 1.438
H 1.417 1.976 1.731
S -1.751 -1.235 1.986
C -2.629 0.301 2.124
C -3.111 0.834 3.318
C -3.821 2.029 3.317
C -4.049 2.721 2.136
C -3.567 2.196 0.921
C -2.947 0.947 0.933
As -2.405 -0.234 -0.543
C -3.238 0.817 -2.023
C -2.553 1.931 -2.486
C -2.972 2.550 -3.663
C -4.025 1.983 -4.410
C -4.654 0.837 -3.945
C -4.245 0.228 -2.744
C -3.719 -1.675 -0.293
C -4.977 -1.505 0.291
C -5.753 -2.640 0.598
C -5.204 -3.911 0.496
C -3.913 -4.045 -0.008
C -3.288 -2.954 -0.628
H -2.892 0.263 4.211
H -4.177 2.433 4.233
H -4.530 3.682 2.091
H -3.719 2.674 -0.028
H -1.751 2.325 -1.864
H -2.472 3.467 -3.989
H -4.358 2.472 -5.330
H -5.430 0.369 -4.511
H -4.784 -0.628 -2.360
H -5.302 -0.509 0.592
H -6.736 -2.554 0.957
H -5.760 -4.770 0.775
H -3.407 -4.997 0.021
H -2.389 -3.087 -1.223
O 0.834 0.146 -1.167
C 1.820 0.834 -0.716
O 2.513 0.412 0.319
C 2.261 2.043 -1.349
C 3.205 2.848 -0.679
C 3.493 4.130 -1.162
C 2.773 4.615 -2.279
C 1.889 3.784 -3.013
C 1.670 2.496 -2.546
N 2.838 6.003 -2.576
O 2.206 6.366 -3.567
O 3.511 6.712 -1.839
H 3.668 2.493 0.237
H 4.250 4.799 -0.796
H 1.329 4.206 -3.877
H 0.937 1.863 -3.021

133
Properties=species:S:1:pos:R:3 method="wB97M-V/def2-TZVPD" total_charge=0 smiles="CCOC(=O)C(F)(F)F.CCOC(=O)C(F)(F)F.CCOC(=O)C(F)(F)F.CCOC(=O)C(F)(F)F.CCOC(=O)C(F)(F)F.CCOC(=O)C(F)(F)F.CCOC(=O)C(F)(F)F.c1ccncc1.CCCC#N.CCCC#N" multiplicity=1 orbital_gap_ha=0.379 lumo_ha=0.011
C -4.050 -1.811 1.594
C -5.261 -1.805 2.498
O -6.495 -1.875 1.761
C -7.233 -0.769 1.444
O -6.951 0.349 1.825
C -8.462 -1.001 0.598
F -8.117 -1.229 -0.645
F -9.100 -2.083 1.104
F -9.208 0.111 0.691
H -4.096 -2.659 0.911
H -3.102 -1.840 2.132
H -4.050 -0.868 1.047
H -5.248 -0.904 3.110
H -5.317 -2.621 3.219
C -1.537 3.764 -1.887
C -1.982 2.875 -3.039
O -0.780 2.193 -3.524
C -0.840 1.444 -4.671
O -1.822 1.232 -5.421
C 0.505 0.686 -4.909
F 1.444 0.977 -4.038
F 0.226 -0.624 -4.940
F 1.033 1.114 -6.082
H -0.637 4.307 -2.177
H -1.212 3.054 -1.127
H -2.324 4.411 -1.499
H -2.374 3.523 -3.824
H -2.691 2.138 -2.662
C 2.544 -3.138 -7.805
C 3.061 -2.229 -6.680
O 4.265 -2.604 -5.995
C 4.398 -2.256 -4.670
O 3.514 -1.669 -4.040
C 5.699 -2.594 -3.935
F 5.499 -2.947 -2.675
F 6.285 -3.597 -4.604
F 6.467 -1.594 -3.871
H 1.727 -2.733 -8.401
H 2.275 -4.131 -7.444
H 3.322 -3.161 -8.568
H 2.295 -1.942 -5.960
H 3.346 -1.297 -7.168
C 3.069 5.299 -2.768
C 2.578 3.904 -2.351
O 2.117 3.955 -0.983
C 3.022 3.997 0.078
O 4.272 3.806 -0.083
C 2.435 4.301 1.461
F 3.224 5.116 2.081
F 1.210 4.758 1.295
F 2.468 3.169 2.067
H 3.891 5.686 -2.165
H 2.202 5.956 -2.816
H 3.436 5.212 -3.790
H 3.405 3.197 -2.404
H 1.759 3.575 -2.991
C -2.627 1.285 4.754
C -1.402 0.684 5.577
O -0.886 1.585 6.572
C -0.334 2.753 6.201
O 0.034 3.027 5.054
C -0.004 3.726 7.320
F 1.316 3.812 7.472
F -0.461 4.938 7.026
F -0.502 3.259 8.501
H -2.901 0.584 3.966
H -2.461 2.253 4.282
H -3.496 1.294 5.412
H -0.546 0.413 4.960
H -1.743 -0.268 5.982
C -1.225 6.074 2.983
C -2.641 5.498 3.258
O -3.034 4.494 2.378
C -4.276 3.942 2.378
O -5.253 4.438 2.977
C -4.432 2.722 1.435
F -5.606 2.827 0.773
F -3.452 2.617 0.591
F -4.497 1.600 2.193
H -0.956 6.853 3.697
H -1.265 6.615 2.038
H -0.434 5.329 2.905
H -3.417 6.262 3.222
H -2.752 5.097 4.265
C 3.173 -1.148 -0.633
C 2.924 0.376 -0.642
O 1.957 0.600 0.355
C 0.603 0.735 0.137
O 0.116 0.904 -0.962
C -0.318 0.727 1.384
F -0.813 1.878 1.632
F -1.300 -0.099 1.074
F 0.343 0.351 2.487
H 4.105 -1.506 -1.071
H 2.283 -1.679 -0.970
H 3.261 -1.480 0.401
H 2.606 0.758 -1.613
H 3.779 0.941 -0.272
C -0.657 -5.660 1.033
C -0.324 -4.680 1.943
C 0.809 -3.876 1.717
N 1.640 -4.045 0.653
C 1.254 -5.017 -0.248
C 0.177 -5.842 -0.045
H -1.572 -6.219 1.157
H -1.051 -4.512 2.723
H 1.010 -3.064 2.399
H 1.954 -5.130 -1.063
H -0.161 -6.487 -0.842
C -2.348 -0.927 -2.387
C -1.125 -1.930 -2.018
C -1.376 -3.412 -2.443
C -2.557 -3.914 -1.793
N -3.521 -4.382 -1.338
H -2.044 0.062 -2.043
H -3.276 -1.218 -1.894
H -2.567 -0.873 -3.453
H -1.053 -1.899 -0.931
H -0.246 -1.532 -2.524
H -0.512 -4.068 -2.332
H -1.738 -3.353 -3.469
C 4.830 -4.989 2.923
C 4.937 -3.628 2.284
C 5.768 -3.705 0.955
C 5.259 -4.624 -0.060
N 4.873 -5.383 -0.793
H 4.188 -5.664 2.357
H 4.277 -4.923 3.860
H 5.825 -5.376 3.145
H 5.353 -2.885 2.966
H 3.903 -3.334 2.102
H 6.793 -3.984 1.199
H 5.704 -2.727 0.478